The following is a DFT calculation (ωB97M-V/def2-TZVPD) of 2 unconnected molecules or ions with the total composition C3H7BO2S in a non-equilibrium geometry.

relative energy (zero: lowest compared OMol25 entry of this formula, charge and spin) = 593.17 kJ/mol
E_HOMO (spin up / spin down) = -0.2559 / -0.2559 hartree
LUMO (spin up / spin down) = -0.62 / -0.61 eV
gap between HOMO and LUMO (spin up / spin down) = 6.35 / 6.35 eV

```
! RIJCOSX wB97M-V def2-TZVPD def2/J DEFGRID3
* xyz 0 1
B 1.44431 1.21000 -1.40968
C 1.38550 1.48652 0.08153
C -0.36145 0.23128 0.70537
C -1.95258 -1.69367 1.95463
O 0.47604 0.24908 -1.79636
O 2.28717 1.81427 -2.30372
S -0.41017 -0.68673 2.05968
H 1.98922 1.39487 0.95391
H -0.76818 0.17149 -0.21019
H -2.77734 -1.01611 1.69681
H -2.00341 -2.11518 2.98264
H -1.98883 -2.58657 1.20603
H 0.40675 0.02675 -2.68406
H 2.27297 1.51399 -3.23659
*
```

Löwdin population analysis, charges in e, atoms 1 to 2:
1. B -0.81
2. C 0.17

=====

The following is a DFT calculation (ωB97M-V/def2-TZVPD) of a molecular structure, C16H31Br9F6MgN5NaO13P2SV in a non-equilibrium geometry.

E_HOMO = -0.3202 hartree
LUMO = -5.75 eV
gap between HOMO and LUMO = 2.96 eV

```
! RIJCOSX wB97M-V def2-TZVPD def2/J DEFGRID3
* xyz 1 1
C 5.82084 -2.68956 -1.32024
P 6.35810 -0.98421 -1.80673
O 6.50928 -0.21654 -0.40223
N 4.81987 -0.12811 -2.59025
C 4.51906 -0.89718 -3.84337
C 3.94708 -0.08303 -4.96821
N 2.72868 -0.21066 -5.27762
C 3.67320 -0.01941 -1.57090
C 2.44852 0.79723 -2.04084
C 1.07123 0.09261 -2.26386
C 1.04167 -1.41625 -2.48306
N -0.34908 -1.89291 -2.59973
H 6.57397 -3.39258 -1.66681
H 4.83746 -3.00022 -1.74920
H 5.68704 -2.72797 -0.23306
H 7.42433 0.08309 -0.29585
H 5.11977 0.81931 -2.82413
H 5.47927 -1.27686 -4.21576
H 3.89627 -1.80576 -3.67307
H 4.60352 0.62076 -5.48920
H 2.49744 0.38985 -6.06998
H 4.13088 0.50406 -0.73327
H 3.44599 -1.01636 -1.17594
H 2.72684 1.35081 -2.93855
H 2.29062 1.55570 -1.27584
H 0.63080 0.54063 -3.15757
H 0.40334 0.36972 -1.45151
H 1.57338 -1.73221 -3.38693
H 1.43748 -1.88619 -1.55336
H -0.49159 -2.27638 -3.52823
H -0.48553 -2.68509 -1.97805
C 0.67418 -1.35316 1.27530
Br -0.31251 -1.17833 2.89848
Br 2.41404 -0.55203 1.38701
Br 0.77048 -3.19068 0.67988
H 0.12974 -0.81992 0.51164
C -3.68846 5.48550 -0.29072
C -2.31724 5.11282 0.22194
O -2.26129 3.71901 0.60677
C -2.07728 2.83435 -0.34392
O -1.94689 3.04465 -1.51895
C -2.01820 1.42935 0.27645
F -2.97685 1.24585 1.18119
F -0.83218 1.23309 0.88580
F -2.15136 0.46641 -0.64715
H -4.45368 5.22884 0.43759
H -3.72932 6.55643 -0.48192
H -3.92132 4.95945 -1.21776
H -2.08359 5.66096 1.13068
H -1.53841 5.32746 -0.50901
C -4.01299 0.10092 4.65357
F -2.80103 -0.12111 5.13682
F -4.02438 -0.17099 3.34897
F -4.87771 -0.72263 5.26279
S -4.44374 1.87223 4.95073
O -3.54068 2.65040 4.18291
O -4.48047 2.01861 6.35875
O -5.86530 2.01713 4.27776
O 4.55772 -3.39399 1.03808
P 4.47019 -3.31939 2.57538
O 5.57523 -4.13122 3.26905
O 3.07144 -3.77946 2.97577
O 4.56665 -1.82964 2.89258
O -6.80715 1.15664 4.86403
V -7.88920 -0.32567 4.84561
O -8.78715 -1.64075 4.82807
C -6.14793 -0.09563 -1.92144
O -7.35980 -0.16276 -1.90313
N -5.34391 -1.20549 -1.87193
N -5.47410 1.09602 -1.99087
H -4.34269 -1.16068 -1.88535
H -5.79811 -2.09780 -1.82043
H -6.02293 1.93433 -2.02706
H -4.47342 1.15985 -2.00340
C 4.67070 -7.83689 1.43260
Br 5.80854 -9.27632 1.96622
Br 5.10919 -6.09939 2.28653
Br 4.63318 -7.64240 -0.52137
H 3.66133 -8.11561 1.75526
C -4.34850 7.36350 3.44085
Br -3.58589 5.62297 3.74189
Br -3.00196 8.69319 3.09564
Br -5.66416 7.30768 2.03859
H -4.86000 7.65066 4.34814
Mg 3.26322 -2.70685 -2.28022
Na 2.51626 -6.80576 0.73867
*
```

Löwdin population analysis, charges in e, atoms 1 to 2:
1. C -0.26
2. P 0.98

=====

The following is a DFT calculation (ωB97M-V/def2-TZVPD) of a molecular structure, C16H12AuN4O4S.

relative energy (zero: lowest compared OMol25 entry of this formula, charge and spin) = 47.43 kJ/mol
E_HOMO = -0.4057 hartree
LUMO = -4.40 eV
gap between HOMO and LUMO = 6.64 eV

```
! RIJCOSX wB97M-V def2-TZVPD def2/J DEFGRID3
* xyz 1 1
Au -0.57559 0.74272 -0.69083
O -0.28592 3.35909 -3.66059
C -0.37744 2.41916 -2.93331
O -0.61838 2.50845 -1.61476
C -0.25137 0.98542 -3.44135
C -0.06706 0.54143 -4.73440
C 0.02572 -0.83376 -4.94683
C -0.05803 -1.74401 -3.89021
C -0.25050 -1.24140 -2.62169
N -0.34170 0.07693 -2.47719
C -0.38014 -1.98099 -1.29371
O -0.11906 -3.14075 -1.17170
O -0.82344 -1.20305 -0.29577
H 0.00548 1.25779 -5.54064
H 0.17241 -1.20490 -5.95215
H 0.02647 -2.81040 -4.04352
C 2.51369 -2.76111 1.29784
N 1.42806 -1.97520 1.86528
C 0.45358 -2.44808 2.72878
C -0.39377 -1.44187 2.98498
N 0.06636 -0.34453 2.25150
C 1.20618 -0.68665 1.55810
S 2.08376 0.29581 0.51563
C -0.46686 0.95274 2.31902
C -0.61059 1.56949 3.54468
C -1.14162 2.84827 3.60099
C -1.49929 3.47970 2.42791
C -1.33594 2.81299 1.23154
N -0.84795 1.56443 1.17626
H 2.53261 -3.72623 1.79611
H 3.45634 -2.24283 1.45142
H 2.34188 -2.90884 0.23246
H 0.44642 -3.46953 3.06331
H -1.28759 -1.38371 3.57834
H -0.27989 1.04042 4.42668
H -1.25678 3.35000 4.55226
H -1.89828 4.48328 2.42425
H -1.59178 3.25969 0.28130
*
```

Löwdin population analysis, charges in e, atoms 1 to 2:
1. Au 1.35
2. O 0.17

=====

The following is a DFT calculation (ωB97M-V/def2-TZVPD) of a molecular structure, C18H23NO3 in a non-equilibrium geometry.

relative energy (zero: lowest compared OMol25 entry of this formula, charge and spin) = 1867.44 kJ/mol
E_HOMO = -0.2870 hartree
LUMO = 0.68 eV
gap between HOMO and LUMO = 8.49 eV

```
! RIJCOSX wB97M-V def2-TZVPD def2/J DEFGRID3
* xyz 0 1
C 2.65057 2.61576 -1.47757
H 2.23363 3.59676 -1.76314
O 1.55935 2.00588 -0.57825
C 1.82225 0.88136 -0.04154
C 0.84798 0.61294 0.69905
C 0.92939 -0.48563 1.63689
C 2.01231 -1.29091 1.51284
C 2.91764 -1.33381 0.51700
C 2.94028 -0.15923 -0.24790
O 3.86295 0.17197 -1.18389
C 3.91064 -0.89758 -2.07572
H 3.02487 -0.80582 -2.81007
H 3.93235 -1.75551 -2.10766
H 4.69564 -0.54104 -2.76909
O 3.89704 -2.26600 0.35384
C 5.29851 -1.64917 0.82811
H 5.50679 -0.74915 0.07132
H 5.91069 -2.51379 0.58685
H 5.16330 -1.57710 1.85760
H 1.97126 -2.35477 2.17277
C -0.25340 -0.95365 2.52455
N -1.32517 -1.32470 2.03477
C -2.30305 -0.53408 1.30714
C -2.54423 0.86142 1.80437
C -3.58946 1.26202 0.93308
C -4.28486 1.08494 -0.14902
C -3.89216 -0.05874 -0.76375
C -3.01466 -1.08117 0.13681
H -2.63389 -1.85005 -0.27825
C -4.59685 -0.64448 -1.83031
H -4.40878 -0.19648 -2.66684
H -4.19940 -1.80568 -2.18666
H -5.68484 -0.77684 -1.66084
C -5.17171 2.02764 -0.97296
H -4.85446 2.19378 -1.93878
H -5.36513 2.80654 -0.18275
H -6.22302 1.34819 -1.01167
H -3.74779 2.71619 1.55199
H -2.14053 1.15546 2.58128
H -1.13441 -2.22685 1.48432
H -0.05647 -1.49661 3.34847
H -0.40766 0.09984 3.38096
H 0.19731 1.36734 1.03251
H 2.76347 2.07989 -2.54932
H 3.78374 2.44092 -1.11055
*
```

Löwdin population analysis, charges in e, atoms 1 to 2:
1. C 0.00
2. H 0.08

=====

The following is a DFT calculation (ωB97M-V/def2-TZVPD) of a single C6H8N2S molecule in a non-equilibrium geometry.

SMILES = C[C@H]1S[C@@H]1n1ccnc1
relative energy (zero: lowest compared OMol25 entry of this formula, charge and spin) = 139.33 kJ/mol
E_HOMO = -0.3266 hartree
LUMO = 0.80 eV
gap between HOMO and LUMO = 9.69 eV

```
! RIJCOSX wB97M-V def2-TZVPD def2/J DEFGRID3
* xyz 0 1
C 0.94964 -2.28705 1.78314
C 0.88253 -1.95908 0.48693
C 0.37825 -0.22610 1.67942
C -0.91575 0.79394 -0.99319
C 0.37957 0.14491 -0.75776
C -1.10097 2.23615 -1.30668
N 0.63889 -1.18439 2.48727
N 0.51128 -0.67149 0.36293
S -0.40626 -0.42751 -2.32310
H 1.11327 -3.22850 2.20704
H 1.10343 -2.78574 -0.22069
H 0.05498 0.71433 1.95304
H -1.64670 0.32299 -0.35247
H 1.43580 0.57865 -0.97856
H -1.06897 2.79415 -0.37338
H -2.07038 2.41576 -1.87162
H -0.23861 2.76898 -1.78232
*
```

Löwdin population analysis, charges in e, atoms 1 to 2:
1. C -0.16
2. C -0.11

=====

The following is a DFT calculation (ωB97M-V/def2-TZVPD) of a molecular structure, C12H23BBr18N2O3.

E_HOMO = -0.3302 hartree
LUMO = -0.38 eV
gap between HOMO and LUMO = 8.61 eV

```
! RIJCOSX wB97M-V def2-TZVPD def2/J DEFGRID3
* xyz 0 1
C 0.61371 -1.19871 -0.25833
O -0.46734 -0.28977 -0.29111
C -0.82992 0.29183 -1.56291
C -2.25813 -0.11815 -1.93508
C -3.27814 -0.16513 -0.78252
C -4.56473 0.62231 -1.02680
O -4.35384 1.93835 -1.51235
C -0.50079 1.81527 -1.45696
N -1.44442 2.65834 -2.19286
B -0.42203 2.18460 0.08590
N -1.61689 2.50279 0.87792
O 0.84887 2.38108 0.58827
H 0.25320 -2.23555 -0.26533
H 1.18806 -1.03275 0.66327
H 1.26888 -1.05080 -1.12609
H -0.16448 -0.15535 -2.32198
H -2.17456 -1.12168 -2.37534
H -2.61511 0.55629 -2.72586
H -3.57461 -1.20766 -0.59270
H -2.80668 0.17002 0.14439
H -5.15789 0.63430 -0.09724
H -5.17468 0.12274 -1.79018
H -3.64237 2.34078 -1.00966
H 0.52310 1.91767 -1.84991
H -1.53602 3.57815 -1.78258
H -1.14152 2.79410 -3.14863
H -2.07280 1.68613 1.26232
H -1.43380 3.13567 1.64877
H 0.86351 2.53506 1.53645
C 0.43413 -5.04703 -2.52810
Br -0.89983 -3.68079 -2.75535
Br 2.04902 -4.34772 -1.75113
Br -0.24649 -6.52385 -1.51120
H 0.68676 -5.41780 -3.51122
C -7.38902 -1.57160 -4.07031
Br -7.97435 -0.83108 -2.40095
Br -5.49979 -1.93242 -4.05109
Br -8.39612 -3.13464 -4.54728
H -7.56447 -0.82778 -4.83438
C 3.35301 0.97562 1.84314
Br 4.35863 2.60188 1.88750
Br 4.47843 -0.55811 1.58218
Br 2.25286 0.78974 3.41264
H 2.68215 1.01939 0.99764
C 4.85006 0.52352 -2.63610
Br 6.34724 1.69659 -2.88260
Br 3.41952 1.40388 -1.70583
Br 4.24742 -0.22431 -4.29768
H 5.17936 -0.29564 -2.01146
C 6.49692 -1.31330 4.40843
Br 5.07999 -2.04409 5.47855
Br 6.62768 0.58646 4.64289
Br 8.16776 -2.19258 4.74887
H 6.23754 -1.49401 3.37478
C 1.26552 1.29431 7.18365
Br 1.98271 3.07463 7.13478
Br 2.65968 -0.02047 7.06675
Br 0.14692 1.02042 8.71959
H 0.63814 1.18081 6.31038
*
```

Löwdin population analysis, charges in e, atoms 1 to 2:
1. C -0.10
2. O -0.18

=====

The following is a DFT calculation (ωB97M-V/def2-TZVPD) of a molecular structure, FIn in a non-equilibrium geometry.

relative energy (zero: lowest compared OMol25 entry of this formula, charge and spin) = 221.74 kJ/mol
E_HOMO = -0.9507 hartree
LUMO = -19.63 eV
gap between HOMO and LUMO = 6.24 eV

```
! RIJCOSX wB97M-V def2-TZVPD def2/J DEFGRID3
* xyz 2 1
In 0.00358 -1.37903 -0.37002
F -0.00358 1.37903 0.37002
*
```

Okay, here come the Löwdin numbers, in e, for every atom:
1. In 1.95
2. F 0.05

=====

The following is a DFT calculation (ωB97M-V/def2-TZVPD) of 3 unconnected molecules or ions with the total composition C3H6BrNO2 in a non-equilibrium geometry.

SMILES = [H]/N=C\C.O=C=O.Br
relative energy (zero: lowest compared OMol25 entry of this formula, charge and spin) = 26.16 kJ/mol
E_HOMO = -0.3721 hartree
LUMO = 0.53 eV
gap between HOMO and LUMO = 10.65 eV

```
! RIJCOSX wB97M-V def2-TZVPD def2/J DEFGRID3
* xyz 0 1
C -1.71737 1.41549 -0.40187
C -0.07905 -1.28287 1.43586
C 0.68767 -0.36736 0.59372
N 0.76432 -0.31076 -0.63428
O -2.55347 0.99903 0.24362
O -1.02984 1.90247 -1.17121
Br 1.79600 1.71209 -3.02724
H -0.96962 -0.82429 1.74722
H -0.16701 -2.12663 0.78820
H 0.44289 -1.73398 2.21422
H -0.00082 -0.98590 -0.98942
H 1.43213 1.23537 -1.81059
H 1.39417 0.36734 1.01176
*
```

Löwdin population analysis, charges in e, atoms 1 to 2:
1. C -0.47
2. C -0.05